{
  "formula": "C5H11N3",
  "method": "the ωB97M-V functional and the def2-TZVPD basis",
  "symbols": ["C", "C", "C", "C", "C", "H", "H", "H", "H", "H", "H", "H", "H", "H", "H", "H", "N", "N", "N"],
  "coordinates": [[-2.906, 0.501, 0.124], [-1.846, -0.558, -0.197], [1.203, -1.417, 0.842], [1.519, -0.876, -0.392], [1.683, 0.651, -0.602], [-2.542, 1.511, 0.209], [-3.543, 0.626, -0.755], [-3.611, 0.250, 0.859], [-2.080, -1.657, -0.349], [0.913, -0.789, 1.648], [1.432, -2.431, 1.155], [2.108, -1.525, -1.104], [2.707, 0.800, -1.147], [0.898, 0.922, -1.397], [2.228, 2.356, 0.502], [0.617, 1.782, 0.560], [-0.605, -0.231, -0.158], [0.239, -1.379, -0.302], [1.588, 1.464, 0.506]],
  "atomic_forces_ev_per_a": [[0.5, -0.4, -2.8], [0.6, 0.1, 1.0], [-1.5, -2.0, 2.6], [4.6, 1.5, -4.1], [1.7, -1.2, -4.8], [0.7, 0.1, 0.7], [-0.1, -0.3, -0.3], [-0.5, -0.5, 1.5], [-0.1, 1.4, 0.1], [0.1, 0.7, 0.5], [0.2, 0.1, -0.2], [-0.2, 1.0, 0.8], [-1.6, -0.3, 1.1], [1.2, -0.4, 0.8], [-1.7, -2.5, -0.2], [0.4, 0.0, 0.4], [-2.4, -1.0, 0.6], [-2.7, -0.2, 0.2], [0.7, 3.8, 2.4]],
  "lowdin_charge": [-0.070, -0.151, -0.081, -0.378, -0.330, 0.064, 0.066, 0.046, 0.130, 0.096, 0.106, 0.152, 0.134, 0.118, 0.126, 0.061, 0.006, -0.062, -0.035],
  "energy_ev": -9830.1528,
  "gap_ev": 9.8,
  "homo_ev": -8.64,
  "smiles": "C/C=N/N1C[C@@H]1CN"
}

***

{
  "formula": "C13H27CrN4O2P",
  "method": "the ωB97M-V functional and the def2-TZVPD basis",
  "symbols": ["Cr", "C", "C", "N", "O", "C", "C", "N", "O", "H", "H", "H", "H", "H", "H", "H", "H", "C", "C", "P", "C", "C", "C", "C", "H", "H", "H", "H", "H", "H", "H", "H", "H", "H", "H", "H", "H", "H", "H", "N", "C", "C", "N", "C", "H", "H", "H", "H"],
  "coordinates": [[-12.372, -2.798, 7.514], [-11.808, -5.574, 3.829], [-11.499, -4.671, 5.025], [-12.672, -4.170, 5.560], [-13.755, -4.230, 4.594], [-10.276, -4.191, 5.557], [-8.856, -4.530, 4.880], [-10.336, -3.346, 6.637], [-9.280, -2.543, 7.257], [-12.858, -5.863, 3.902], [-11.155, -6.485, 3.754], [-11.642, -5.014, 2.878], [-14.233, -3.326, 4.699], [-9.019, -5.246, 4.030], [-8.175, -5.030, 5.595], [-8.448, -3.618, 4.403], [-13.385, -1.990, 6.534], [-16.723, -2.295, 9.759], [-15.256, -2.317, 9.378], [-14.965, -3.112, 7.630], [-15.741, -4.918, 7.818], [-15.939, -6.141, 6.893], [-15.964, -2.017, 6.369], [-15.923, -2.182, 4.826], [-16.874, -1.888, 10.764], [-17.126, -3.318, 9.740], [-17.311, -1.673, 9.086], [-14.694, -2.904, 10.113], [-14.809, -1.327, 9.417], [-16.688, -4.602, 8.267], [-15.089, -5.175, 8.671], [-16.158, -5.887, 5.860], [-16.806, -6.652, 7.325], [-15.044, -6.777, 6.869], [-15.537, -1.050, 6.653], [-16.995, -2.026, 6.732], [-14.980, -1.805, 4.430], [-16.668, -1.498, 4.402], [-16.168, -3.185, 4.459], [-8.965, -1.141, 9.070], [-9.498, -1.159, 10.287], [-10.837, -1.575, 10.059], [-11.082, -1.802, 8.714], [-9.901, -1.561, 8.142], [-7.985, -1.108, 8.765], [-9.099, -0.911, 11.266], [-11.681, -1.651, 10.740], [-10.242, -0.487, 7.657]],
  "atomic_forces_ev_per_a": [[0.4, -0.9, -1.9], [1.8, -0.2, -0.5], [-6.0, 0.4, 0.0], [2.7, 0.3, -1.3], [0.0, 1.7, 1.9], [4.9, 2.4, 2.8], [-2.0, -0.5, -0.3], [-1.5, 0.0, -0.7], [-1.5, -2.4, -2.2], [0.6, -0.1, -0.2], [-0.5, 0.9, 0.3], [-0.2, -0.3, 0.6], [1.3, -2.2, 0.1], [0.0, 0.6, 0.9], [-0.3, 0.7, -0.3], [0.0, -0.4, 0.7], [0.7, 0.5, 0.1], [-0.4, -0.2, 0.2], [-0.4, -0.8, -1.0], [0.3, -0.4, -0.1], [0.6, 1.7, 1.1], [0.4, 0.9, 0.0], [0.4, -0.5, 1.1], [-0.3, 0.3, 0.8], [0.1, -0.1, -0.1], [0.0, 0.4, 0.1], [0.0, 0.0, -0.1], [0.1, -0.2, -0.3], [0.1, 0.1, -0.4], [-0.1, -0.4, -0.1], [-0.4, -0.3, -0.1], [-0.2, 0.1, 0.0], [0.4, -0.3, -0.3], [-0.4, 0.1, 0.2], [-0.2, 0.1, -0.2], [0.0, -0.1, -0.1], [0.2, -0.1, -0.1], [0.1, -0.2, 0.1], [0.1, 0.2, 0.2], [3.8, -0.3, -1.2], [-4.9, -1.4, 1.8], [1.1, 1.0, 2.1], [-3.0, -3.2, 1.9], [0.6, 5.1, -4.1], [-0.8, 0.2, 0.7], [0.3, 0.0, -0.6], [0.5, 0.1, 0.1], [1.7, -2.2, -1.3]],
  "mulliken_spin": [3.359, -0.007, 0.035, -0.159, -0.005, -0.072, 0.001, 0.021, 0.025, 0.001, 0.001, 0.005, 0.000, 0.001, -0.004, -0.003, -0.289, 0.004, -0.010, -0.089, -0.047, 0.001, -0.010, -0.009, -0.001, -0.001, 0.000, 0.016, 0.011, -0.005, 0.007, 0.000, -0.001, 0.000, -0.001, 0.000, 0.005, -0.001, 0.001, 0.036, 0.081, -0.004, -0.012, 0.108, -0.004, 0.004, -0.002, 0.015],
  "energy_ev": -61669.3573,
  "gap_ev": [4.6, 4.0],
  "total_charge": 1,
  "homo_ev": [-8.93, -8.65],
  "multiplicity": 4
}

***

no.,largest force on an atom (eV Å⁻¹)
1,6.4
2,6.5